Density functional theory data (ωB97M-V with the def2-TZVPD basis set) for the molecule C17H20N2O2S at a distorted geometry.

Each line ends with the natural charge from an NBO analysis.
Geometry (Å):
C: -0.0517 -2.6827 2.4500  -0.208
H: -0.0271 2.6518 -0.3446  0.199
C: -0.4792 2.2261 -1.2388  -0.614
H: 3.5362 3.8236 -4.5528  0.213
H: -1.4535 1.0614 0.9029  0.425
H: -3.2863 0.4232 1.9353  0.251
H: 0.3492 -0.9694 -0.2712  0.215
N: -0.3697 -0.3344 2.7020  0.077
C: 3.1039 2.9695 -4.0530  -0.224
H: 3.4442 1.1360 -1.2388  0.196
H: -1.1833 0.3001 -1.9354  0.222
H: 0.6795 0.6533 -4.4507  0.212
C: 2.0543 2.2802 -4.6350  -0.204
C: -3.3054 -0.5139 1.3836  -0.601
H: 1.2997 0.8250 2.9380  0.234
H: 1.9650 -3.3999 2.5249  0.228
O: -1.1133 0.6905 2.7706  -0.584
S: -2.6255 -1.8441 2.4381  0.301
H: 0.1750 2.4182 -2.0829  0.228
C: -0.8888 -1.5771 2.5037  -0.011
C: 1.3160 -2.5414 2.5715  -0.200
C: 1.9861 0.7658 -2.7608  -0.033
H: 4.4238 3.0851 -2.3720  0.211
O: -2.7578 -1.1985 -0.8550  -0.634
N: -1.6163 0.5329 0.0501  -0.627
H: 1.6650 2.5949 -5.5922  0.213
C: -0.6954 0.7300 -1.0538  -0.060
C: 1.3854 -0.4144 -2.0523  -0.421
H: 1.2472 0.5473 -0.1170  0.194
C: 1.8296 -1.2617 2.7419  -0.229
C: -2.5398 -0.4418 0.0676  0.660
H: 2.1890 -1.0978 -1.7634  0.215
H: -4.3269 -0.8450 1.2004  0.251
C: 1.5004 1.1863 -3.9925  -0.216
H: 0.7154 -0.9507 -2.7262  0.215
C: 3.6004 2.5551 -2.8285  -0.221
H: -1.4316 2.7207 -1.4139  0.216
C: 0.6101 -0.0388 -0.7835  -0.390
C: 3.0468 1.4603 -2.1905  -0.167
H: 2.8899 -1.0917 2.8338  0.232
C: 0.9703 -0.1930 2.7954  -0.008
H: -0.5075 -3.6481 2.3018  0.242

Forces on atoms 1 to 2 (eV/Å):
C 0.24 0.08 -0.02
H 0.08 0.09 0.11

The largest force on an atom is 1.0 eV/A. The value obtained for the frontier orbital gap is 8.9 eV. The energy above the lowest of the compared OMol25 structures with the same formula, charge and spin comes out at 2.169 eV. The HOMO energy is -8.7 eV.

***

Density functional theory data (ωB97M-V with the def2-TZVPD basis set) for the molecule C17H20N4O4S2 at a distorted geometry.

Each line ends with the natural charge from an NBO analysis.
Geometry (Å):
N: -2.9086 -1.0036 2.9298  -0.670
C: 0.3812 -1.4733 1.5947  0.702
C: 2.6107 3.5235 1.3670  -0.069
C: -1.4539 -2.6949 0.7807  -0.206
C: -0.3709 0.5808 -5.4676  -0.252
H: -1.2988 -3.6351 0.2405  0.208
C: -1.1643 -1.1471 -1.7042  -0.139
H: 0.6240 -3.0401 3.0118  0.247
C: -2.6423 -2.3446 3.0446  0.705
H: -0.2377 -1.6511 3.6550  0.238
C: 1.3968 2.6636 1.7322  -0.566
O: 3.6107 2.8465 0.6625  -0.527
H: -1.1423 1.2480 -5.0705  0.178
H: -0.8316 -0.3602 -5.7859  0.175
H: 2.8842 3.3226 -1.2210  0.165
H: 0.9466 3.0239 2.6567  0.221
H: -2.4029 -2.2617 0.4562  0.224
O: 1.2864 -0.6656 1.6507  -0.645
H: -1.4628 -3.9864 2.5315  0.251
H: -3.6986 -0.7010 3.4903  0.422
H: 4.1679 2.0881 -1.1077  0.194
C: -0.1259 -1.2757 -0.7911  0.090
C: -0.1273 -2.2848 2.7746  -0.492
H: 3.0954 3.8532 2.2900  0.203
C: -0.9424 -0.6075 -2.9585  -0.316
H: 2.4972 1.6780 -0.6540  0.183
H: 1.9787 -0.9843 -0.4857  0.243
O: -3.3322 -3.0272 3.7626  -0.582
H: 2.2732 4.4115 0.8080  0.166
C: -2.3207 -0.0602 2.1110  0.176
C: -1.0119 1.6015 1.0194  -0.130
C: 1.3768 -0.3411 -2.4204  -0.253
N: -1.9029 1.0450 0.2660  -0.293
H: 2.3651 -0.0290 -2.7181  0.224
S: 0.1027 2.7658 0.4286  0.324
C: 0.3294 -0.1883 -3.3291  0.306
C: -1.4412 -2.9179 2.3052  -0.325
H: -1.7788 -0.5153 -3.6322  0.220
H: -2.1678 -1.4416 -1.4478  0.214
C: 1.1554 -0.8787 -1.1725  -0.195
O: 0.6552 0.3632 -4.5296  -0.492
N: -2.6244 0.1311 0.8762  -0.251
H: 1.6845 1.6153 1.8325  0.271
N: -0.3526 -1.7912 0.5034  -0.441
S: -1.0440 1.0282 2.6860  0.355
H: 0.1083 1.0529 -6.3238  0.200
C: 3.2566 2.4651 -0.6480  -0.261

Forces on atoms 1 to 2 (eV/Å):
N -0.70 0.21 0.53
C 0.08 -0.03 0.49

The largest force on an atom is 1.7 eV/A. The value obtained for the frontier orbital gap is 8.2 eV. The energy above the lowest of the compared OMol25 structures with the same formula, charge and spin comes out at 2.103 eV. The HOMO energy is -8.0 eV. As for the SMILES: COCCSc1nnc(NC(=O)[C@@H]2CC(=O)N(c3ccc(OC)cc3)C2)s1.

***

Density functional theory data (ωB97M-V with the def2-TZVPD basis set) for C17H21AsN3OPd as an isolated structure at a distorted geometry.

Each line ends with the natural charge from an NBO analysis.
Geometry (Å):
C: -2.3153 1.6035 4.6416  -0.188
H: -3.0537 0.0484 -2.3393  0.244
H: -3.9037 0.2840 1.8903  0.254
H: -1.4427 -2.8713 0.2585  0.247
H: -3.6831 1.3611 6.2708  0.224
As: -2.4432 -0.5733 0.0239  1.057
C: 3.3607 1.2105 -2.6340  -0.122
H: -3.0675 -1.2029 2.3616  0.253
C: 2.5183 0.1411 -2.8692  -0.235
H: -4.4319 -0.6963 -1.4919  0.241
C: -1.4207 2.4598 4.0041  -0.086
C: 2.5901 3.7081 0.9245  -0.686
H: -4.0011 1.0000 -1.1830  0.249
H: 2.6072 4.4769 0.1501  0.245
C: 3.1229 2.0364 -1.5425  -0.212
C: -0.7091 2.0079 2.7974  0.579
N: 0.2590 2.7403 2.2930  -0.408
H: 4.2035 1.4003 -3.2846  0.242
C: -3.6074 0.0097 -1.4037  -0.943
H: 2.6730 -0.5263 -3.7044  0.246
C: -2.7800 3.3073 6.2678  -0.170
H: -1.7258 5.1597 6.0211  0.225
C: 1.4481 -0.0630 -2.0104  0.079
H: 3.7695 2.8752 -1.3295  0.244
H: -3.0920 -2.9861 -0.3933  0.240
H: 3.6161 3.3754 1.0919  0.247
H: 2.1995 4.1330 1.8433  0.273
O: -1.0512 0.8308 2.3103  -0.690
Pd: -0.4488 0.7324 0.4469  0.738
C: -2.1548 -2.4331 -0.4378  -0.947
H: 0.7615 -0.8853 -2.1576  0.215
C: -1.8893 4.1634 5.6331  -0.210
C: -1.2077 3.7437 4.5046  -0.175
N: 0.7158 2.1430 1.1335  -0.246
C: -3.6017 -0.7058 1.5553  -0.939
N: 1.2121 0.7247 -0.9673  -0.468
C: -2.9924 2.0280 5.7726  -0.212
H: -1.7501 -2.4939 -1.4470  0.237
H: -0.5157 4.4034 4.0002  0.234
H: -4.4747 -1.2890 1.2654  0.237
C: 2.0447 1.7670 -0.7215  0.162
H: -2.4622 0.6056 4.2543  0.225
H: -3.3080 3.6382 7.1524  0.225
C: 1.7473 2.5587 0.4993  0.273

Forces on atoms 1 to 2 (eV/Å):
C 0.00 -0.02 0.01
H 0.01 -0.02 0.00

The largest force on an atom is 1.2 eV/A. The charge is +1. The value obtained for the frontier orbital gap is 7.4 eV. The energy above the lowest of the compared OMol25 structures with the same formula, charge and spin comes out at 0.000 eV. The HOMO energy is -11.4 eV.

***

Density functional theory data (ωB97M-V with the def2-TZVPD basis set) for a 8-piece molecular cluster, C17H21B2Br8NO19 overall at a distorted geometry.

Each line ends with the natural charge from an NBO analysis.
Geometry (Å):
O: -1.2507 2.1230 -0.6036  -0.801
C: 5.5934 0.1613 -2.8769  -0.405
C: 3.1480 0.3558 1.0191  0.693
O: 2.7993 3.0035 -0.7484  -0.697
O: -3.2116 1.1073 2.4000  -0.642
C: -4.1629 -0.0027 -0.2468  -0.431
H: 1.2965 -4.7941 -4.4328  0.227
H: 0.5775 -6.1339 4.4621  0.213
H: -3.1087 0.1396 -0.0322  0.246
C: -0.9864 1.9163 -1.8207  0.922
H: -5.8464 0.9312 -1.1345  0.213
C: 0.8151 -5.1254 4.1250  -0.451
Br: -4.2264 -1.7618 -1.0481  -0.073
C: -2.3657 0.1601 2.7626  0.717
O: -1.5021 -0.3466 2.1084  -0.621
Br: 6.9288 1.1340 -4.0187  -0.065
C: 4.5217 1.0781 1.2573  0.685
O: -3.6993 0.5991 4.6060  -0.646
H: 5.4325 -0.8377 -3.2699  0.223
C: -5.0035 3.5928 3.4640  0.683
H: 1.6842 -4.8011 4.6881  0.222
H: 2.0002 -5.5093 2.3071  0.220
C: 1.0235 -2.5911 -4.5303  -0.455
C: -4.7679 1.0616 -1.1445  -0.452
C: -6.1167 2.5704 3.1552  0.683
O: -5.0974 4.7902 3.4564  -0.561
H: 6.0601 0.1806 -1.8990  0.240
Br: -0.2572 -2.8625 -3.0882  0.000
O: 1.6308 4.4831 -1.9170  -0.528
Br: 1.2187 -3.2287 2.0605  -0.001
C: 1.7023 4.5026 0.5634  0.685
H: 0.3897 -4.2121 -5.8684  0.220
O: -5.5946 1.3436 3.2335  -0.667
C: 1.8935 3.9562 -0.8711  0.684
O: -2.3512 -1.1656 4.8228  -0.581
O: 2.3272 3.6889 1.4016  -0.653
C: 1.0346 -5.1084 2.6100  -0.449
C: 1.1856 -4.0010 -5.1621  -0.417
H: -0.7315 -0.0124 -0.1122  0.492
H: -4.3367 1.0971 -2.1393  0.234
N: 0.0925 -0.5992 0.0554  -0.873
H: -4.7414 -0.0983 0.6663  0.228
O: 0.9868 5.4334 0.7967  -0.533
H: 0.2758 -5.5940 2.0048  0.222
O: -3.9507 2.8929 3.7750  -0.645
C: -2.7682 -0.2271 4.2002  0.680
O: -0.4303 0.7154 -2.1335  -0.795
O: 4.3272 2.3631 1.0314  -0.643
O: -1.1470 2.7420 -2.7533  -0.783
B: -4.1498 1.4812 3.4829  1.164
H: -0.1560 0.8172 -3.0553  0.492
H: 0.8907 -0.2398 -0.4792  0.449
O: -7.2427 2.8437 2.8597  -0.558
B: 2.9239 2.6004 0.6241  1.157
O: 5.5517 0.5159 1.4772  -0.573
H: 3.9788 1.2284 -3.9335  0.230
O: 2.9452 -0.8291 1.0370  -0.609
H: 0.6605 -1.9001 -5.2858  0.228
H: 1.9768 -2.2290 -4.1621  0.243
O: 2.2554 1.3015 0.8504  -0.658
H: 4.2350 1.8226 -2.3492  0.261
Br: 2.8391 -3.7968 -6.2066  -0.050
C: 4.2791 0.9087 -2.9394  -0.437
Br: -4.6220 2.7810 -0.2477  0.031
H: 0.3510 -0.5784 1.0426  0.455
Br: 2.7748 -0.1833 -2.2379  -0.038
H: 0.0368 -1.5736 -0.2365  0.421
Br: -0.8190 -4.0808 4.5778  0.023

Forces on atoms 1 to 2 (eV/Å):
O 0.44 -1.74 -0.52
C -0.24 0.57 -0.43

The largest force on an atom is 4.3 eV/A. The charge is -2. The value obtained for the frontier orbital gap is 6.5 eV. The energy above the lowest of the compared OMol25 structures with the same formula, charge and spin comes out at 1.052 eV. The HOMO energy is -3.5 eV.

***

- Look up the energy above the lowest of the compared OMol25 structures with the same formula, charge and spin of the fourth one.
  1.052 eV

***

Repeat the third record exactly.
Density functional theory data (ωB97M-V with the def2-TZVPD basis set) for C17H21AsN3OPd as an isolated structure at a distorted geometry.

Each line ends with the natural charge from an NBO analysis.
Geometry (Å):
C: -2.3153 1.6035 4.6416  -0.188
H: -3.0537 0.0484 -2.3393  0.244
H: -3.9037 0.2840 1.8903  0.254
H: -1.4427 -2.8713 0.2585  0.247
H: -3.6831 1.3611 6.2708  0.224
As: -2.4432 -0.5733 0.0239  1.057
C: 3.3607 1.2105 -2.6340  -0.122
H: -3.0675 -1.2029 2.3616  0.253
C: 2.5183 0.1411 -2.8692  -0.235
H: -4.4319 -0.6963 -1.4919  0.241
C: -1.4207 2.4598 4.0041  -0.086
C: 2.5901 3.7081 0.9245  -0.686
H: -4.0011 1.0000 -1.1830  0.249
H: 2.6072 4.4769 0.1501  0.245
C: 3.1229 2.0364 -1.5425  -0.212
C: -0.7091 2.0079 2.7974  0.579
N: 0.2590 2.7403 2.2930  -0.408
H: 4.2035 1.4003 -3.2846  0.242
C: -3.6074 0.0097 -1.4037  -0.943
H: 2.6730 -0.5263 -3.7044  0.246
C: -2.7800 3.3073 6.2678  -0.170
H: -1.7258 5.1597 6.0211  0.225
C: 1.4481 -0.0630 -2.0104  0.079
H: 3.7695 2.8752 -1.3295  0.244
H: -3.0920 -2.9861 -0.3933  0.240
H: 3.6161 3.3754 1.0919  0.247
H: 2.1995 4.1330 1.8433  0.273
O: -1.0512 0.8308 2.3103  -0.690
Pd: -0.4488 0.7324 0.4469  0.738
C: -2.1548 -2.4331 -0.4378  -0.947
H: 0.7615 -0.8853 -2.1576  0.215
C: -1.8893 4.1634 5.6331  -0.210
C: -1.2077 3.7437 4.5046  -0.175
N: 0.7158 2.1430 1.1335  -0.246
C: -3.6017 -0.7058 1.5553  -0.939
N: 1.2121 0.7247 -0.9673  -0.468
C: -2.9924 2.0280 5.7726  -0.212
H: -1.7501 -2.4939 -1.4470  0.237
H: -0.5157 4.4034 4.0002  0.234
H: -4.4747 -1.2890 1.2654  0.237
C: 2.0447 1.7670 -0.7215  0.162
H: -2.4622 0.6056 4.2543  0.225
H: -3.3080 3.6382 7.1524  0.225
C: 1.7473 2.5587 0.4993  0.273

Forces on atoms 1 to 2 (eV/Å):
C 0.00 -0.02 0.01
H 0.01 -0.02 0.00

The largest force on an atom is 1.2 eV/A. The charge is +1. The value obtained for the frontier orbital gap is 7.4 eV. The energy above the lowest of the compared OMol25 structures with the same formula, charge and spin comes out at 0.000 eV. The HOMO energy is -11.4 eV.

***

- Among the records above, which one has the lowest energy above the lowest of the compared OMol25 structures with the same formula, charge and spin?
  C17H21AsN3OPd